11
Properties=species:S:1:pos:R:3:nbo_charge:R:1 method="wB97M-V/def2-TZVPD" lumo_ha=0.0124 homo_energy_ha=-0.4129 charge=0 gap_ev=11.6
F 0.78 0.03 2.45 -0.185
N 0.31 -0.04 1.21 -0.128
C -0.62 0.70 0.85 0.697
F -1.27 1.46 1.74 -0.295
N -1.24 0.68 -0.38 -0.562
C -0.85 1.13 -1.47 1.023
F 0.30 1.61 -1.78 -0.266
F -1.56 1.03 -2.58 -0.272
N 2.55 -1.54 -0.23 -0.404
C 1.47 -1.88 -0.24 0.648
F 0.23 -2.33 -0.21 -0.256